No. 1
49
Properties=species:S:1:pos:R:3 method="wB97M-V/def2-TZVPD" de_lowest_kcal_mol=134.2 homo_ev="-13.44 / -15.18" total_charge=+2 multiplicity=5 lumo_energy_ev="-7.3 / -9.3"
C -6.18090 -3.21348 1.87759
O -2.65073 -0.32037 -0.32156
C 0.86183 -1.72192 0.01268
H -5.02105 -0.48791 0.11717
H -0.22056 3.84867 2.98646
C 3.07605 -1.00222 -0.90063
Br 1.55548 -1.33439 -4.14036
C 1.79543 2.27675 -1.98678
N 0.50515 2.28489 0.24731
H 1.38834 3.24646 -2.25402
C 3.93495 1.46502 -0.98865
Br 5.71519 2.07077 -0.59724
C 2.95471 1.74145 0.09582
H 1.16846 -2.66599 0.45298
N 1.14831 0.41526 -1.05841
H 4.15573 0.54337 -3.75971
H -7.13075 -1.48349 1.00142
O -2.71042 -3.96507 1.77783
C 2.03703 0.29175 -3.40935
Pd -0.79738 0.23150 -1.00395
C 3.40512 0.63992 -2.97899
C 1.77196 -0.81035 -0.64893
C -5.00480 -3.86346 2.07956
C 0.69852 2.61312 1.48513
C 1.99737 2.53687 2.11364
C -2.55547 -1.42417 0.31760
H 3.80098 2.86188 -2.76286
H -0.84371 2.20812 2.89299
H 2.09763 2.83683 3.14804
H 3.53669 -1.92497 -0.56285
C 3.92884 0.00319 -1.60626
C 1.09016 1.02498 -2.56413
C -3.79820 -2.04017 0.84834
C -6.19149 -1.99530 1.16637
H -4.94315 -4.80367 2.61164
O -0.25451 1.01222 -2.77817
H -1.28523 3.38109 1.64008
H -7.10523 -3.62802 2.25624
C -4.99608 -1.42380 0.65996
C -3.78660 -3.29737 1.57034
H 4.93837 -0.37590 -1.71693
H 4.10606 2.14618 1.83965
C 3.29504 2.02829 -2.28894
C -0.48390 3.04952 2.29436
C 3.12057 2.11453 1.39065
N -1.42354 -2.05596 0.57019
N -0.37736 -1.35171 0.04153
H -1.92539 -3.47917 1.34748
C 1.60246 1.79622 -0.51434



No. 2
60
Properties=species:S:1:pos:R:3 method="wB97M-V/def2-TZVPD" homo_ev=-11.15 total_charge=+1 lumo_energy_ev=-3.1
O -2.03779 1.60352 -3.15965
H -1.72927 -6.32210 3.28551
H -5.47231 -0.99298 -2.14837
C 5.88795 -0.12510 0.78211
C 0.04272 0.82205 -0.06962
C -0.28139 -2.84503 2.62746
H 1.84371 2.19356 -1.92728
H 2.64970 0.50667 -0.61035
H 0.58719 2.80356 -2.97954
H -6.99650 1.84360 -0.68765
C -3.08622 1.70359 -0.55534
H 6.44447 0.00542 -1.27562
P -1.81178 2.22928 -1.67742
H -6.59823 0.18085 -0.12865
C 6.56616 2.52971 0.99904
C 6.34895 0.53690 -0.33840
C 6.68773 1.87802 -0.22103
N -5.29528 0.99782 -1.59644
C 5.75439 0.49707 2.00728
H 0.69900 -6.04122 2.91977
H -4.06969 -0.21352 -2.81254
C 6.10147 1.83722 2.10929
C -4.67677 -0.28775 -1.91167
H -2.27134 -2.08868 2.81438
H 5.39041 -0.06288 2.85809
H -0.90113 0.57435 0.41932
C 0.04340 -5.18143 2.89142
C -1.73492 0.33348 -3.31238
C 2.21389 -0.48074 -0.44295
F 0.23330 -1.60948 2.39056
H -2.91863 0.68482 -0.20401
C 0.57756 -3.92314 2.65089
C -0.13402 1.98757 -1.08501
C -6.62990 0.86416 -0.98194
C -1.32042 -5.33889 3.09774
H -2.94948 2.37555 0.30090
C 0.83563 1.99435 -2.28590
C -2.15868 -4.23332 3.06658
H 2.48341 -0.82849 0.55463
H -3.22130 -4.35382 3.22993
H 7.05410 2.41273 -1.08749
H 0.80948 1.06013 -2.84285
H 6.01351 2.33919 3.06376
C -1.63994 -2.96719 2.83085
H 6.83974 3.57248 1.08648
H 0.04645 2.92355 -0.53590
O -4.93736 3.11429 -0.84298
N -1.45643 -0.76009 -3.50796
H 1.63619 -3.77614 2.48505
C -4.53388 1.99290 -1.03366
H 0.27948 -1.28189 -0.00061
H -7.32319 0.46228 -1.72120
H -4.10649 -0.72814 -1.08727
H 0.68273 1.21011 0.72703
O -2.05592 3.74152 -2.02488
H 0.39869 -0.68038 -1.63163
C 0.68709 -0.46772 -0.60089
H -1.70359 4.36937 -1.37893
F 5.54867 -1.42711 0.67389
H 2.66469 -1.16445 -1.16395



No. 3
45
Properties=species:S:1:pos:R:3 method="wB97M-V/def2-TZVPD" de_lowest_kcal_mol=0.0 homo_ev="-8.61 / -11.12" total_charge=+1 multiplicity=5 lumo_energy_ev="-2.8 / -3.7"
C -1.79212 -1.23560 4.12999
H -0.04331 -0.60502 -4.65152
C 2.80988 1.53652 2.67784
C -0.06978 -0.58107 2.90928
H -3.22660 -1.02116 2.46290
O 0.57952 -3.10761 0.85506
H 0.72061 -2.47273 0.12791
H 3.61177 2.09427 3.13288
C -1.83892 -0.84005 -2.08720
O -3.21527 -0.64748 -0.30621
H -3.97728 -0.89983 -2.43024
H 1.43019 2.81491 -1.88719
H 3.00395 3.00574 -1.02159
H 3.87360 1.48123 -2.54161
H 0.97269 -1.76945 -3.78694
N 1.19656 0.73229 1.37014
H -2.96150 -1.37876 -3.80548
N -1.93778 -0.42148 -0.82538
C -0.04367 -1.36754 -3.85937
H -1.60397 2.59034 1.28019
H 0.21579 -1.11572 4.94370
N 2.13455 0.53764 3.35261
N -1.13865 -0.51422 2.11215
Rh -0.36014 0.27725 0.04585
H -2.34551 -1.55191 4.99474
C 2.20858 1.66467 1.44498
C -2.22056 -0.95147 2.84978
O 1.67627 -0.58469 -1.94153
C -0.50913 -0.79809 -2.56717
C 2.51855 2.83112 -1.98938
H -0.36787 -3.32421 0.81049
O 2.90591 1.55273 -2.53457
H -3.17827 -2.47572 -2.44530
O -1.11386 2.62659 0.43913
H 2.33293 0.19060 4.29083
H -0.71380 -2.17386 -4.18005
H -1.80457 2.76584 -0.23605
H 2.18449 0.31415 -2.08587
H 2.82144 3.62836 -2.68448
C 1.15006 0.05569 2.53049
N -0.43120 -1.00651 4.16385
N 0.36024 -0.30092 -1.65600
C -3.05303 -1.41559 -2.71514
H 2.38680 2.37301 0.64868
H -3.14761 -0.51225 0.66480



No. 4
24
Properties=species:S:1:pos:R:3 method="wB97M-V/def2-TZVPD" de_lowest_kcal_mol=77.5 homo_ev="-9.15 / -8.16" total_charge=0 smiles="C[Si](C)(C)C1=NCCC1" lumo_energy_ev="0.3 / 0.4"
C 2.78956 -0.53899 -0.22964
H -2.70902 0.56170 -1.31961
Si -1.14595 0.22262 0.69933
H 0.08909 -0.57564 2.45342
H -1.48648 2.71532 0.24104
H -1.07962 -1.81070 1.94100
H 3.03469 -0.27554 -2.42013
H -2.31217 -1.09281 -1.17630
C 0.90126 -0.22385 -1.64602
H 0.24653 -0.84619 -2.27761
C -2.46576 -0.20612 -0.54408
H -0.71608 2.60287 1.73126
H 3.36562 -1.43470 0.05893
H 2.43264 -1.81312 -1.91253
C -0.97436 -0.78440 2.27040
H 0.94810 0.84700 -1.99678
N 1.76679 -0.49711 0.79658
C -1.36732 1.98521 1.16158
C 2.37103 -0.76396 -1.71237
H 3.34738 0.49068 -0.16499
H -2.29613 2.25372 1.51233
C 0.38468 -0.12517 -0.31216
H -3.52178 -0.34505 -0.16031
H -1.60270 -0.34576 3.00666



No. 5
42
Properties=species:S:1:pos:R:3 method="wB97M-V/def2-TZVPD" de_lowest_kcal_mol=53.4 homo_ev=-9.96 total_charge=0 lumo_energy_ev=-0.8
H -2.27152 -0.36834 -2.43422
O -2.49840 -2.80712 -1.20271
H -1.81600 -0.99257 1.53779
H 0.31026 -0.05158 -2.99025
H 2.92458 0.04369 -1.01968
H -1.82530 -2.63605 -0.58155
H 1.39302 -1.52455 -1.78383
H 0.63502 3.62374 3.06157
H 3.38273 -1.01912 0.06472
O -2.69404 -0.54600 -3.28939
O 0.95063 2.50282 0.67953
O -1.81716 -1.90842 1.43581
H 1.49175 -0.59567 1.15467
O -1.22818 1.20609 1.93248
H 2.70348 0.35293 1.57761
H -2.25287 -1.37218 -3.54305
O -2.41384 0.41259 -0.59087
H -0.17094 0.42940 0.60413
H -2.17151 0.76620 0.25419
H 1.64392 1.97503 -2.19330
O 3.26465 -0.86142 -0.87461
H -1.42229 2.07770 1.60372
H 0.41751 -1.81671 4.02287
H 1.00003 -1.40661 2.74594
O 2.15600 -0.37988 1.89690
O 2.10838 1.47572 -1.57133
H -1.66249 0.98626 2.74532
H -0.56408 -0.54276 -0.19830
O 0.50060 -2.12610 3.14664
H -0.38928 0.62530 -4.10471
H 1.55290 1.54387 -0.80255
O 0.83295 -1.67849 -2.49605
H -3.21625 -0.12770 -0.39820
H -1.18321 -2.14498 2.14592
H 1.41124 2.95266 1.36304
O -0.21723 0.73030 -3.15690
H 1.37824 -1.74577 -3.25155
O 0.29277 -0.24502 0.14712
H 0.51500 3.29707 0.27771
H 0.32267 2.17326 2.67304
O 0.61580 2.73206 3.42545
H -1.98954 -3.00964 -2.01311



No. 6
16
Properties=species:S:1:pos:R:3 method="wB97M-V/def2-TZVPD" de_lowest_kcal_mol=44.6 homo_ev=-9.39 total_charge=0 smiles="C=CC[C@H](N)C=O" lumo_energy_ev=0.8
H 2.58491 -0.88142 1.03530
H 0.15747 -2.10261 -0.37220
H -0.09710 -0.37281 -1.87222
O -1.37815 1.13966 -2.26169
H -0.95602 -0.62687 1.36823
C -0.68721 0.48584 -1.52936
C 1.97792 -1.55796 0.44878
H -1.66565 2.43886 -0.24260
C 0.68407 -1.39313 0.25128
C -0.05710 -0.24248 0.88790
H 2.54239 -2.36644 0.00031
H 0.61540 0.19744 1.62633
H 0.50026 1.46358 -0.23426
N -1.47171 1.74544 0.47859
C -0.43208 0.89438 -0.07412
H -2.31738 1.17852 0.48973



No. 7
9
Properties=species:S:1:pos:R:3 method="wB97M-V/def2-TZVPD" de_lowest_kcal_mol=131.2 homo_ev=-8.47 total_charge=0 lumo_energy_ev=0.4
H -1.26240 1.14785 -0.58330
H 1.96585 -0.96412 -0.76575
H 0.57306 1.07223 -0.61681
C -1.99816 0.68453 0.15512
O -1.81488 -0.53123 -0.02511
N 1.18442 0.83411 0.16071
H 2.07120 -0.72270 1.13762
C 1.84456 -0.29828 0.10007
H -2.56365 -1.22238 0.43744



No. 8
27
Properties=species:S:1:pos:R:3 method="wB97M-V/def2-TZVPD" de_lowest_kcal_mol=24.1 homo_ev=-9.12 total_charge=0 smiles="C=C(C)[C@@H](O)c1ccccc1/C(O)=N/F" lumo_energy_ev=0.2
H 0.58230 3.10216 1.34813
H -3.66883 -1.69968 -0.32957
H 1.83790 2.80805 0.24232
C -0.19466 2.15961 -0.36390
H -1.76817 3.48574 0.44692
C 0.06735 0.96719 -1.28784
N 2.52842 -0.39057 0.23940
H -2.39566 0.42003 -0.76178
H -2.21520 2.30312 -0.91444
H -2.18874 -3.76555 0.55305
C 1.68127 -1.31108 0.49864
H 1.92773 0.69533 -1.22186
C -2.53816 -1.64735 -0.15944
C -1.39883 2.76163 -0.36490
O 1.29147 0.99066 -1.86847
H 1.18383 1.50526 1.17433
C -1.72357 -2.71323 0.27086
C -0.32641 -2.54575 0.45124
H 0.32454 -3.24363 0.91770
C -1.86230 -0.51614 -0.57424
H -0.73321 1.09388 -2.02514
C 0.27781 -1.34353 0.06094
C -0.45387 -0.33183 -0.54781
O 2.06355 -2.36849 1.30553
C 0.92371 2.41323 0.61819
H 3.01695 -2.33742 1.49510
F 3.76078 -0.49167 0.79704



no.,DFT total energy (eV)
1,-179755.7538
2,-47140.4002
3,-33938.7462
4,-16865.8502
5,-29119.3365
6,-8867.2795
7,-5687.5410
8,-19900.4664